1.
C4H6O2 | ωB97M-V with the def2-TZVPD basis set

The geometry in XYZ format:
```
12
Properties=species:S:1:pos:R:3:forces:R:3:nbo_charge:R:1
C -0.066 1.439 0.468 0.0 0.0 0.1 -0.63
C -0.457 0.165 -0.246 -0.1 0.1 0.0 -0.26
C 0.628 -0.708 -0.871 1.0 0.4 0.4 0.34
O -0.162 -1.824 -1.003 -0.5 0.0 0.9 -0.53
C -0.324 -1.194 0.449 -0.8 -0.6 -0.3 0.34
O 1.038 -1.127 0.627 0.3 0.3 -1.0 -0.54
H -0.869 1.788 1.123 0.1 0.0 -0.1 0.22
H 0.838 1.281 1.062 -0.2 0.0 -0.1 0.23
H 0.134 2.230 -0.265 -0.1 -0.1 0.1 0.22
H -1.357 0.243 -0.862 0.2 0.0 -0.1 0.22
H 1.448 -0.480 -1.556 -0.1 -0.1 0.1 0.19
H -0.978 -1.728 1.140 0.1 0.0 -0.1 0.19
```
Forces are in eV/Å.

The energy above the lowest of the compared OMol25 structures with the same formula, charge and spin comes out at 3.862 eV. Its HOMO-LUMO gap is 11.20 eV. The energy is -8336.599 eV. As for the LUMO energy: 1.045 eV. The HOMO energy is -10.157 eV.

2.
C30H50GeO2SeTc | ωB97M-V with the def2-TZVPD basis set

The geometry in XYZ format:
```
85
Properties=species:S:1:pos:R:3:forces:R:3:lowdin_spin:R:1
Tc 0.044 0.020 1.682 0.4 0.5 -1.0 1.75
C -0.046 -2.037 2.307 1.0 -0.4 0.6 0.01
C 0.746 -2.059 1.120 0.2 -0.2 0.6 0.02
C 1.941 -1.233 1.420 -0.3 0.4 -1.2 -0.01
C 1.827 -0.811 2.754 -0.6 -0.4 0.9 0.00
C 0.638 -1.289 3.326 -1.0 -0.2 0.8 0.01
C 0.082 -0.999 4.737 0.3 -0.3 -0.8 0.01
C 0.747 0.253 5.302 0.3 0.6 -0.6 0.00
C 0.335 -2.241 5.565 0.3 -0.1 0.7 0.00
C -1.410 -0.794 4.627 -0.7 0.1 -0.3 0.00
C 3.110 -0.661 0.559 -0.9 0.0 0.9 0.00
C 3.910 0.362 1.409 -0.2 -0.3 -0.3 0.00
C 2.514 0.100 -0.616 0.6 1.4 0.2 0.01
C 4.057 -1.764 0.115 -0.4 -0.1 -0.4 0.00
C 0.344 -3.038 0.023 -0.7 -0.4 0.1 0.01
C 0.745 -4.477 0.482 0.5 0.6 -0.6 0.00
C 0.859 -2.733 -1.362 0.3 -0.5 -0.4 0.01
C -1.190 -3.045 -0.086 -0.1 0.5 0.3 0.01
H -0.983 -2.533 2.491 0.0 0.0 -0.2 0.01
H 2.532 -0.224 3.295 0.2 0.4 0.1 0.00
H 1.834 0.172 5.406 -0.1 -0.2 0.1 0.00
H 0.342 0.548 6.264 -0.1 -0.2 0.2 0.00
H 0.584 1.107 4.614 0.0 -0.4 0.4 0.00
H 1.382 -2.508 5.505 0.3 -0.2 0.1 0.00
H -0.258 -3.083 5.221 -0.1 -0.1 -0.1 0.00
H 0.092 -2.075 6.622 0.0 0.0 -0.3 0.00
H -1.623 0.042 3.952 -0.2 0.0 0.2 0.00
H -1.843 -0.576 5.600 0.0 0.1 0.1 0.00
H -1.940 -1.683 4.242 0.3 0.3 0.1 0.00
H 3.294 1.175 1.781 -0.2 0.3 -0.3 0.00
H 4.719 0.772 0.805 0.0 0.0 0.0 0.00
H 4.332 -0.071 2.304 0.4 -0.4 0.1 0.00
H 2.041 1.063 -0.305 0.2 -0.8 -0.1 0.00
H 1.841 -0.467 -1.209 -0.7 -0.5 -0.4 0.00
H 3.327 0.389 -1.270 0.3 0.1 -0.3 0.00
H 4.520 -2.234 0.967 0.3 -0.1 0.3 0.00
H 4.812 -1.316 -0.528 0.2 -0.2 0.0 0.00
H 3.547 -2.555 -0.443 0.1 0.1 0.0 0.00
H 1.824 -4.643 0.473 0.0 0.1 -0.1 0.00
H 0.271 -5.219 -0.158 0.1 0.1 -0.2 0.00
H 0.407 -4.676 1.479 -0.3 0.0 0.7 0.00
H 0.256 -1.989 -1.890 0.1 0.1 0.2 0.01
H 0.811 -3.642 -1.962 -0.1 0.0 0.0 0.00
H 1.891 -2.431 -1.357 0.3 0.1 -0.2 0.00
H -1.634 -3.549 0.762 -0.2 0.0 0.2 0.00
H -1.539 -3.592 -0.963 0.2 0.1 -0.1 0.00
H -1.547 -2.001 -0.111 -0.2 -0.4 -0.1 0.00
C 0.014 4.075 3.195 -0.3 1.1 -0.4 0.00
C -0.413 2.949 2.331 -1.2 1.1 -1.1 0.03
O 0.206 1.892 2.439 1.1 -1.2 0.5 0.04
C -1.492 3.076 1.368 -0.2 1.2 0.1 0.00
C -2.040 4.368 1.190 0.5 0.0 0.2 0.01
C -3.067 4.641 0.325 0.2 -0.8 0.4 0.00
C -3.634 3.534 -0.331 0.0 1.1 -0.5 0.01
C -3.098 2.273 -0.238 -0.4 -0.1 0.0 0.01
C -2.007 2.030 0.586 0.8 -1.1 0.8 0.01
O -1.486 0.792 0.660 0.1 -0.1 -0.2 0.09
H 0.804 3.773 3.839 0.7 -0.3 0.3 0.00
H -0.800 4.422 3.823 -0.3 0.0 0.1 0.00
H 0.314 4.973 2.612 0.0 -0.7 0.2 0.00
H -1.566 5.155 1.758 -0.3 0.2 -0.1 0.00
H -3.420 5.655 0.248 -0.3 0.0 -0.3 0.00
H -4.476 3.700 -0.993 -0.1 -0.1 0.1 0.00
H -3.598 1.461 -0.748 0.2 -0.1 0.0 0.00
C -0.018 2.855 -5.503 0.2 0.3 0.1 0.01
Ge -0.700 1.084 -5.756 -1.0 -0.2 0.0 0.06
C -2.630 0.893 -5.859 -0.8 -0.6 -0.5 0.01
C 0.018 0.144 -7.244 -0.1 0.2 -1.2 0.02
C -0.118 -0.042 -4.117 1.0 0.7 0.4 0.16
Se -0.919 0.519 -2.519 -0.1 0.1 -0.3 0.60
C -2.468 -0.617 -2.646 0.7 -0.6 -1.4 0.05
H -0.437 3.479 -6.310 0.3 -0.1 0.3 0.00
H 1.087 2.800 -5.593 -0.7 0.3 0.2 0.00
H -0.340 3.278 -4.536 0.3 -0.1 -0.4 0.00
H -2.974 1.349 -6.805 0.2 0.0 0.4 0.00
H -3.191 1.369 -5.050 0.0 -0.1 -0.1 0.00
H -2.946 -0.181 -5.974 0.4 0.9 0.3 0.00
H -0.172 0.749 -8.183 0.4 -0.7 1.0 0.00
H -0.513 -0.804 -7.349 0.1 0.0 -0.1 0.00
H 1.077 -0.034 -7.108 0.2 -0.1 -0.3 0.00
H 0.964 0.196 -4.077 -0.5 -0.3 0.1 0.01
H -0.304 -1.086 -4.289 -0.1 -0.4 -0.2 0.01
H -2.951 -0.449 -3.622 0.4 -0.1 0.3 0.01
H -3.160 -0.377 -1.895 -0.7 0.2 1.2 0.00
H -2.090 -1.650 -2.583 -0.3 0.3 0.1 0.01
```
Forces are in eV/Å.

The energy above the lowest of the compared OMol25 structures with the same formula, charge and spin comes out at 0.427 eV. Its HOMO-LUMO gap (spin up / spin down) is 8.37 / 5.16 eV. The energy is -160061.809 eV. Its expectation value of S² is 3.77. As for the LUMO energy (spin up / spin down): -5.627 / -8.663 eV. The HOMO energy (spin up / spin down) is -13.995 / -13.823 eV. The spin multiplicity is 4. Its charge is +2.

3.
C4H10N2O2 | ωB97M-V with the def2-TZVPD basis set

The geometry in XYZ format:
```
18
Properties=species:S:1:pos:R:3:forces:R:3:nbo_charge:R:1
H -0.334 -1.237 1.546 2.0 -1.5 1.8 0.47
O 0.376 -1.651 2.476 -3.8 4.1 0.7 -1.08
N -0.683 -0.796 0.414 -2.3 2.7 -0.5 -0.48
H 0.805 -2.349 2.120 2.3 -3.6 -1.7 0.44
C 0.111 -0.684 -0.686 0.1 -0.2 -1.9 -0.06
C -1.639 0.196 0.376 1.8 -2.6 -0.9 0.19
C -0.386 0.346 -1.470 -0.6 0.4 0.8 0.12
N -1.486 0.931 -0.783 1.9 -3.3 1.8 -0.51
H -2.139 1.540 -1.189 -0.8 1.0 -0.4 0.43
H -2.444 0.033 1.099 0.1 1.2 -0.5 0.24
H 0.898 -1.464 -1.039 -1.4 1.8 1.2 0.24
C 0.117 1.035 -2.680 1.0 1.2 0.9 -0.67
H -0.405 0.780 -3.611 0.0 0.7 0.3 0.24
H 0.279 2.132 -2.357 -1.0 -1.3 -1.2 0.24
H 1.150 0.764 -2.785 0.5 -0.6 -0.4 0.24
O 2.350 0.045 3.040 -2.1 3.0 -1.8 -0.97
H 1.510 -0.475 3.000 0.5 -0.9 0.2 0.50
H 1.920 0.853 2.529 1.9 -2.0 1.6 0.43
```
Forces are in eV/Å.

The energy above the lowest of the compared OMol25 structures with the same formula, charge and spin comes out at 3.219 eV. Its HOMO-LUMO gap is 9.36 eV. The energy is -11383.684 eV. As for the LUMO energy: 0.286 eV. The HOMO energy is -9.070 eV.